No. 1
The following is a quantum chemistry calculation of a molecular structure, C9H14F4KN2O17S4, from OMol25.

Values from the calculation:
E_HOMO: -7.01 eV
Net charge: -1
Calculated total energy: -4332.22964 hartree
Frontier orbital gap: 0.3164 hartree

```
51
Properties=species:S:1:pos:R:3:nbo_charge:R:1
K 0.840 0.024 1.567 0.935
N 0.038 -0.467 4.059 -1.131
S -1.021 -1.653 4.159 2.424
O -2.213 -1.635 3.373 -0.918
O -1.124 -2.330 5.403 -0.918
F -0.083 -2.688 3.311 -0.544
S -0.981 0.688 4.776 2.423
O -1.261 0.495 6.149 -0.910
O -2.033 1.186 3.958 -0.916
F 0.038 1.894 4.776 -0.491
N 3.326 1.436 2.206 -1.105
S 4.592 1.446 1.215 2.451
O 5.608 2.416 1.452 -0.917
O 4.211 1.155 -0.131 -0.959
F 5.281 0.102 1.713 -0.507
S 3.025 3.081 2.045 2.399
O 2.754 3.616 0.744 -0.920
O 3.465 4.025 3.009 -0.894
F 1.507 2.880 2.551 -0.528
C -1.493 2.987 -2.421 -0.094
C -1.513 1.454 -2.480 -0.094
O -0.861 1.107 -1.282 -0.495
C -0.950 2.137 -0.399 0.983
O -0.532 2.134 0.705 -0.554
O -1.403 3.246 -1.045 -0.481
H -2.367 3.396 -2.925 0.191
H -0.626 3.355 -2.980 0.181
H -0.959 1.087 -3.345 0.197
H -2.527 1.056 -2.562 0.176
C -3.774 -1.692 -1.956 -0.102
C -3.489 -3.156 -1.639 -0.101
O -2.156 -3.065 -1.102 -0.507
C -2.083 -1.896 -0.422 0.980
O -1.319 -1.623 0.430 -0.546
O -3.015 -1.031 -0.932 -0.501
H -4.817 -1.467 -1.743 0.203
H -3.455 -1.363 -2.943 0.185
H -3.413 -3.882 -2.443 0.206
H -4.170 -3.532 -0.874 0.191
C 1.020 -3.436 -1.424 -0.272
O 1.243 -2.443 -2.423 -0.499
C 1.415 -1.188 -1.999 1.002
O 1.379 -0.807 -0.863 -0.661
O 1.687 -0.420 -3.057 -0.503
C 2.221 0.854 -2.713 -0.273
H 1.014 -3.070 -0.398 0.222
H 1.816 -4.175 -1.511 0.185
H 0.058 -3.914 -1.587 0.197
H 3.143 0.824 -2.138 0.238
H 1.511 1.504 -2.203 0.186
H 2.449 1.345 -3.662 0.182
```

***

No. 2
The following is a quantum chemistry calculation of a single C5H11N molecule, from OMol25.

Values from the calculation:
E_HOMO: -9.10 eV
Net charge: 0
Calculated total energy: -251.81548 hartree
Frontier orbital gap: 0.3802 hartree
SMILES: CC[C@H]1CN1C

```
17
Properties=species:S:1:pos:R:3:nbo_charge:R:1
C 2.406 -0.101 0.063 -0.600
C 1.167 -0.622 -0.663 -0.414
C -0.134 -0.424 0.104 -0.080
C -0.454 0.800 0.890 -0.264
N -1.076 0.560 -0.395 -0.402
C -2.479 0.199 -0.366 -0.412
H 2.364 0.987 0.185 0.202
H 2.496 -0.546 1.060 0.202
H 3.317 -0.335 -0.498 0.210
H 1.064 -0.123 -1.633 0.217
H 1.294 -1.692 -0.870 0.202
H -0.578 -1.338 0.509 0.186
H 0.242 1.634 0.938 0.200
H -1.069 0.670 1.784 0.187
H -2.731 -0.350 -1.279 0.200
H -3.084 1.111 -0.332 0.200
H -2.745 -0.428 0.504 0.163
```

***

No. 3
The following is a quantum chemistry calculation of 2 unconnected molecules or ions with the total composition C2H8NO2, from OMol25.

Values from the calculation:
E_HOMO: -3.11 eV
Net charge: -1
Calculated total energy: -286.22880 hartree
Frontier orbital gap: 0.2806 hartree

```
13
Properties=species:S:1:pos:R:3:nbo_charge:R:1
C -0.692 0.789 -0.253 -0.044
O -0.350 0.001 -1.306 -0.947
C -1.292 0.151 0.980 -0.236
N -0.374 -0.830 1.715 -0.892
H -1.495 1.497 -0.521 0.095
H 0.289 1.285 0.166 0.090
H -2.237 -0.355 0.704 0.159
H -1.589 1.021 1.627 0.153
H 0.290 -0.304 2.317 0.347
H 0.046 -1.398 0.991 0.373
H 1.232 -0.164 -1.268 0.521
H 2.771 -0.870 -1.297 0.438
O 2.271 -0.069 -1.063 -1.057
```

***

No. 4
The following is a quantum chemistry calculation of 8 unconnected molecules or ions with the total composition C38H49N7PSi, from OMol25.

Values from the calculation:
E_HOMO: -2.36 eV
Net charge: -1
Calculated total energy: -2491.39734 hartree
Frontier orbital gap: 0.1708 hartree

```
96
Properties=species:S:1:pos:R:3:mulliken_charge:R:1
C 3.679 0.340 0.144 -0.276
Si 2.030 -0.368 -0.509 -0.433
C 1.806 -2.034 0.377 -1.011
C 0.645 0.747 0.160 -0.680
P 1.962 -0.574 -2.863 -0.074
H 3.487 1.185 0.810 0.023
H 4.220 -0.425 0.700 -0.370
H 4.309 0.669 -0.690 0.494
H 0.805 -2.439 0.190 0.420
H 2.511 -2.774 -0.020 0.321
H 1.947 -1.958 1.461 0.259
H 0.397 1.519 -0.578 0.360
H 0.891 1.263 1.095 0.244
H -0.269 0.166 0.332 -0.025
H 1.089 0.653 -2.958 -0.088
H 0.764 -1.450 -2.667 -0.128
H 2.849 -1.807 -2.714 -0.041
H 3.211 0.279 -3.002 -0.044
H 1.910 -0.751 -4.323 0.039
N 3.031 2.121 3.157 -0.207
C 2.838 3.145 3.985 -0.394
C 2.803 3.009 5.366 -0.453
C 2.987 1.747 5.916 -0.317
C 3.174 0.677 5.057 -0.935
C 3.170 0.910 3.687 0.236
H 2.722 4.122 3.528 0.414
H 2.648 3.879 5.992 0.400
H 2.993 1.605 6.989 0.405
H 3.323 -0.330 5.425 0.437
H 3.305 0.094 2.986 0.388
N -1.976 -0.619 -3.527 -0.307
C -2.395 -0.825 -2.287 -0.249
C -3.635 -0.408 -1.821 -0.179
C -4.486 0.241 -2.700 -0.602
C -4.055 0.460 -4.002 0.058
C -2.788 0.015 -4.364 -0.516
H -1.692 -1.333 -1.634 0.431
H -3.922 -0.613 -0.799 0.299
H -5.464 0.577 -2.378 0.388
H -4.686 0.969 -4.720 0.313
H -2.405 0.189 -5.365 0.334
N 8.749 2.419 0.907 -0.634
C 8.700 2.340 2.235 -0.269
C 7.525 2.448 2.964 -0.428
C 6.333 2.651 2.285 0.144
C 6.369 2.728 0.902 -0.356
C 7.597 2.606 0.265 -0.332
H 9.645 2.181 2.744 0.348
H 7.549 2.372 4.044 0.379
H 5.394 2.724 2.816 0.372
H 5.465 2.849 0.321 0.393
H 7.650 2.652 -0.817 0.379
N -5.400 -3.004 -1.053 -0.083
C -6.365 -3.297 -0.186 0.045
C -7.551 -3.918 -0.554 -0.753
C -7.737 -4.242 -1.889 -0.181
C -6.736 -3.933 -2.797 -0.636
C -5.583 -3.314 -2.332 -0.180
H -6.160 -3.005 0.840 0.343
H -8.302 -4.141 0.193 0.379
H -8.648 -4.726 -2.219 0.370
H -6.840 -4.162 -3.850 0.369
H -4.782 -3.048 -3.014 0.381
N 5.215 -2.557 4.915 -0.671
C 4.675 -3.588 4.265 -0.311
C 4.589 -3.665 2.883 -0.349
C 5.097 -2.622 2.124 -0.187
C 5.674 -1.550 2.786 -0.319
C 5.703 -1.564 4.173 -0.304
H 4.277 -4.389 4.880 0.358
H 4.115 -4.517 2.416 0.380
H 5.023 -2.631 1.045 0.484
H 6.062 -0.696 2.244 0.490
H 6.116 -0.716 4.709 0.489
N -4.575 -2.427 2.561 -0.424
C -4.532 -1.765 3.714 -0.283
C -3.466 -0.961 4.090 -0.519
C -2.394 -0.828 3.219 -0.251
C -2.431 -1.508 2.013 -0.302
C -3.540 -2.296 1.730 -0.401
H -5.390 -1.877 4.369 0.344
H -3.485 -0.445 5.041 0.352
H -1.548 -0.203 3.472 0.511
H -1.624 -1.431 1.296 0.377
H -3.609 -2.826 0.787 0.545
N -5.980 2.657 -6.673 -0.548
C -6.860 3.656 -6.673 -0.186
C -6.499 4.995 -6.720 -0.366
C -5.151 5.316 -6.767 -0.207
C -4.226 4.286 -6.768 -0.479
C -4.690 2.978 -6.721 -0.083
H -7.907 3.376 -6.631 0.356
H -7.261 5.762 -6.714 0.345
H -4.829 6.349 -6.799 0.361
H -3.162 4.479 -6.795 0.352
H -3.984 2.155 -6.715 0.463
```

***

No. 5
The following is a quantum chemistry calculation of a molecular structure, C2H11NO5, from OMol25.

Values from the calculation:
E_HOMO: -9.85 eV
Net charge: 0
Calculated total energy: -513.73222 hartree
Frontier orbital gap: 0.3720 hartree

```
19
Properties=species:S:1:pos:R:3:nbo_charge:R:1
H -0.192 -0.954 -1.059 0.443
O -0.130 -1.876 -0.687 -0.922
N -0.490 0.233 -1.032 -0.804
H 0.464 -2.211 -1.374 0.491
H -1.365 0.447 -1.503 0.397
H 0.213 0.870 -1.406 0.415
C -0.572 0.502 0.438 -0.356
H -0.968 1.488 0.625 0.227
H -1.234 -0.231 0.884 0.218
C 0.856 0.333 1.075 0.795
O 1.420 1.310 1.538 -0.662
O 1.284 -0.851 0.931 -0.711
H 0.592 -1.552 0.251 0.498
O -2.830 -1.998 -0.471 -0.965
H -1.871 -2.186 -0.560 0.484
H -3.159 -2.310 -1.318 0.460
O 0.905 2.791 -0.688 -0.986
H 1.351 3.604 -0.954 0.474
H 1.485 2.472 0.032 0.503
```

***

No. 6
The following is a quantum chemistry calculation of a molecular structure, C23H26CdN3O7SSb2, from OMol25.

Values from the calculation:
E_HOMO: -5.79 eV
Net charge: -1
Calculated total energy: -2629.48930 hartree
Frontier orbital gap: 0.2487 hartree

```
63
Properties=species:S:1:pos:R:3:nbo_charge:R:1
Cd 0.259 -0.307 -0.273 1.590
O 3.261 2.020 0.812 -0.617
C 2.304 1.458 0.324 0.643
O 2.185 0.161 0.234 -0.930
C 1.064 2.326 -0.155 0.646
O 1.066 3.519 0.054 -0.609
O 0.080 1.675 -0.717 -0.928
C -4.234 -1.012 -1.173 -0.997
Sb -2.743 0.212 -0.175 0.981
C -3.573 2.118 -0.719 -0.968
C -3.711 0.015 1.811 -0.728
C -3.521 1.202 2.695 -0.063
C -4.376 2.293 2.520 -0.199
C -4.251 3.452 3.264 -0.219
C -3.245 3.544 4.213 -0.212
C -2.405 2.464 4.416 -0.199
C -2.526 1.278 3.688 -0.037
C -1.602 0.153 4.013 -0.741
Sb 0.112 0.064 2.617 0.920
C 1.275 -1.409 3.682 -0.977
C 1.115 1.777 3.426 -0.971
H -5.155 -0.448 -1.315 0.224
H -4.444 -1.904 -0.583 0.223
H -3.860 -1.322 -2.148 0.230
H -4.659 2.085 -0.650 0.216
H -3.265 2.348 -1.737 0.240
H -3.169 2.876 -0.051 0.250
H -3.316 -0.902 2.250 0.221
H -4.766 -0.133 1.583 0.231
H -5.167 2.218 1.782 0.203
H -4.934 4.277 3.106 0.211
H -3.126 4.443 4.803 0.213
H -1.629 2.525 5.170 0.207
H -2.092 -0.821 3.989 0.222
H -1.176 0.293 5.006 0.229
H 1.545 -1.032 4.667 0.225
H 2.178 -1.584 3.099 0.246
H 0.720 -2.341 3.782 0.224
H 1.172 1.680 4.510 0.216
H 0.577 2.682 3.149 0.246
H 2.112 1.822 2.993 0.269
O 2.982 -10.731 -0.791 -0.992
S 2.680 -9.491 -1.472 2.393
O 3.738 -8.502 -1.445 -0.999
O 1.993 -9.629 -2.751 -1.005
C 1.299 -8.732 -0.545 0.157
N 0.397 -9.535 0.022 -0.406
C -0.660 -8.952 0.558 0.076
C -0.831 -7.574 0.582 -0.299
C 0.172 -6.823 -0.018 0.141
N 1.219 -7.410 -0.590 -0.432
C 0.152 -5.345 -0.091 0.114
C 1.229 -4.669 -0.667 -0.229
C 1.198 -3.293 -0.759 0.051
N 0.164 -2.560 -0.324 -0.588
C -0.858 -3.202 0.247 0.035
C -0.907 -4.572 0.385 -0.257
H -1.411 -9.610 0.985 0.188
H -1.695 -7.132 1.057 0.205
H 2.067 -5.245 -1.036 0.282
H 2.028 -2.743 -1.184 0.220
H -1.675 -2.584 0.606 0.192
H -1.766 -5.024 0.859 0.222
```

***

No. 7
The following is a quantum chemistry calculation of a molecular structure, C6H12Ag3BBr6F4, from OMol25.

Values from the calculation:
E_HOMO (alpha / beta): -10.56 / -12.15 eV
Net charge: +1
2S+1: 2
Calculated total energy: -16544.95662 hartree
Frontier orbital gap (alpha / beta): 0.2007 / 0.2353 hartree
<S²>: 0.751

```
32
Properties=species:S:1:pos:R:3:mulliken_spin:R:1
Ag 0.859 0.351 -3.409 0.079
Ag 1.988 3.934 -3.283 0.749
Ag 3.493 2.324 -0.521 0.260
B 1.157 1.064 -0.868 0.132
F 1.501 2.032 -1.909 -0.235
F -0.196 0.798 -1.011 -0.010
F 1.783 -0.141 -1.192 0.010
F 1.432 1.449 0.376 0.000
Br 4.152 -0.157 1.540 0.006
C 3.050 -1.237 2.788 0.000
C 1.797 -1.667 2.105 -0.001
Br 0.658 -2.405 3.542 0.000
H 2.777 -0.617 3.642 0.000
H 3.668 -2.089 3.071 0.000
H 1.762 -2.392 1.292 0.000
H 1.209 -0.900 1.601 -0.001
Br -2.186 2.190 -2.403 0.009
C -2.997 3.220 -0.855 -0.001
C -2.301 2.705 0.491 0.000
Br -3.431 3.294 1.959 0.000
H -4.063 2.992 -0.845 0.001
H -2.884 4.266 -1.138 0.001
H -1.276 3.048 0.629 0.001
H -2.225 1.622 0.594 0.000
Br -1.217 -3.081 -2.977 0.000
C -0.550 -2.828 -1.154 0.001
C -1.714 -2.941 -0.207 0.000
Br -2.673 -4.702 -0.325 0.000
H -0.140 -1.822 -1.062 0.001
H 0.290 -3.481 -0.918 0.000
H -2.338 -2.062 -0.371 0.000
H -1.385 -2.767 0.817 0.000
```

***

No. 8
The following is a quantum chemistry calculation of a single C4H8N2O2 molecule, from OMol25.

Values from the calculation:
E_HOMO: -7.83 eV
Net charge: 0
Calculated total energy: -417.13161 hartree
Frontier orbital gap: 0.3182 hartree
SMILES: N/C(=C/O)[C@@H](N)C=O

```
16
Properties=species:S:1:pos:R:3:nbo_charge:R:1
N 0.166 1.691 0.815 -0.793
C -0.166 0.373 0.727 0.202
C 0.540 -0.606 1.425 0.016
O 0.066 -1.861 1.682 -0.702
C -0.660 -0.101 -0.601 -0.192
N -1.014 0.971 -1.503 -0.843
C 0.730 -0.900 -0.788 0.363
O 0.755 -2.127 -0.875 -0.637
H -0.429 2.311 0.279 0.416
H 0.569 1.998 1.688 0.397
H 1.220 -0.269 2.203 0.166
H 0.080 -2.357 0.834 0.495
H -1.442 -0.854 -0.493 0.228
H -0.201 1.299 -2.013 0.368
H -1.719 0.673 -2.166 0.381
H 1.507 -0.241 -1.213 0.135
```